# 1
148
Properties=species:S:1:pos:R:3:forces:R:3 method="wB97M-V/def2-TZVPD" e_homo_ev=-7.4 lumo_ev=1.9 gap_ev=9.21 charge=-1
N -0.494987 -0.730384 -0.363040 -0.7 -1.1 -0.7
O -1.587335 -0.589454 0.273577 1.1 -0.1 -0.7
O 0.533053 -0.148641 0.004379 -0.3 -0.1 0.1
O -0.453654 -1.497530 -1.406687 -0.3 1.1 1.7
C -4.164315 -0.783349 3.339032 -1.9 -0.2 -0.9
C -3.563339 -2.209213 3.389763 -0.9 -1.0 -0.8
C -2.247967 -2.207720 4.151748 -1.4 0.0 2.2
S -2.217402 -0.573527 4.904035 -1.1 -0.6 1.2
O -0.889472 -0.219447 5.238665 2.3 0.6 -0.5
O -3.129292 -0.420779 6.008198 -0.7 -0.6 0.0
C -3.013377 0.203369 3.561060 -0.8 0.0 -0.6
H -4.989311 -0.787298 4.076539 0.8 0.7 0.2
H -4.761886 -0.609505 2.386101 1.3 -0.1 0.8
H -3.409594 -2.630663 2.389414 0.2 0.4 0.0
H -4.346008 -2.870476 3.817211 0.8 0.3 0.1
H -1.364764 -2.271344 3.589002 1.1 -0.1 -1.1
H -2.191035 -2.943753 4.981902 -0.1 0.5 -0.5
H -2.413424 0.140178 2.667923 0.6 0.2 -0.4
H -3.269261 1.234769 3.804728 0.0 -0.1 0.1
C 0.147360 2.244342 2.023116 -0.8 -0.9 0.5
C 0.891169 1.649633 3.214600 -0.3 0.4 1.6
C 0.600165 2.503809 4.514634 -0.1 0.3 -0.2
S 0.269924 4.175883 3.853058 1.6 -1.3 -0.2
O 1.266372 5.131991 4.230821 0.9 0.2 0.0
O -1.064286 4.516468 4.149818 -2.7 0.4 0.4
C 0.392722 3.698623 2.122596 -0.7 2.9 -0.9
H -0.939027 1.969785 2.167215 0.9 0.6 -0.3
H 0.415921 1.857230 1.035410 0.2 -0.2 0.4
H 1.946264 1.599966 3.102909 1.0 0.1 -0.5
H 0.563567 0.670229 3.454812 -0.3 -1.1 0.0
H 1.373019 2.533786 5.330025 -0.5 0.0 -1.1
H -0.345618 2.212799 5.002585 0.4 0.0 -0.4
H 1.374889 4.101728 1.789369 -0.4 -0.7 0.1
H -0.405289 4.300297 1.587753 0.9 -0.5 0.6
C -2.834341 5.694103 0.537290 -0.8 -0.6 0.1
C -3.896033 4.488303 0.715178 1.4 0.6 0.3
C -4.690439 4.640648 -0.573269 0.1 -0.9 -0.3
S -5.130639 6.352907 -0.500601 -2.0 0.1 0.0
O -6.055919 6.491433 0.619007 0.5 -0.1 -0.5
O -5.540121 6.872426 -1.778482 0.1 0.0 -0.2
C -3.597443 6.967020 0.006796 1.3 -0.1 1.6
H -2.065699 5.429329 -0.217782 -0.5 -0.1 0.5
H -2.404574 5.809261 1.520654 0.5 0.5 0.1
H -4.473378 4.613324 1.683541 0.4 0.0 -1.4
H -3.310860 3.543447 0.798178 -0.5 0.5 -0.3
H -5.630323 4.106226 -0.642234 -0.2 -0.1 0.1
H -4.076466 4.375819 -1.474080 -0.4 0.6 0.8
H -3.762792 7.746225 0.771484 -0.1 -0.5 -0.2
H -3.098834 7.448292 -0.809400 0.3 0.0 -0.6
C -3.854179 -0.923721 -2.244498 -0.1 -1.4 -1.1
C -3.940243 -2.399619 -1.876023 -0.6 -1.1 1.2
C -5.080846 -2.991116 -2.762227 0.0 2.7 1.3
S -4.711723 -2.304379 -4.323901 -1.4 0.3 -2.2
O -5.931394 -2.114210 -5.127564 1.3 0.0 1.1
O -3.670523 -3.107420 -4.941115 0.2 -0.1 0.2
C -3.959929 -0.786637 -3.764075 0.6 -0.1 -0.4
H -2.960303 -0.585131 -1.784021 0.5 1.1 0.3
H -4.775770 -0.531034 -1.889383 -0.4 1.0 0.8
H -4.249831 -2.452304 -0.805563 0.2 -0.1 -0.7
H -2.968595 -2.930042 -1.898943 -0.5 0.2 -0.5
H -6.076171 -2.569984 -2.450628 0.9 -0.5 -0.3
H -5.129378 -4.007564 -2.925396 -0.1 -2.3 0.0
H -4.566730 0.048062 -4.065170 -0.3 0.3 -0.1
H -3.031848 -0.757725 -4.345292 0.1 0.1 0.4
C 3.468451 -1.779881 -2.888614 -1.9 -0.6 0.4
C 4.946750 -1.844637 -2.657163 1.3 0.3 -0.3
C 5.170592 -2.357917 -1.201627 1.5 -0.4 -0.2
S 3.944908 -1.530236 -0.222297 -0.6 -0.2 0.4
O 4.515940 -0.395655 0.475073 0.1 0.3 -0.6
O 3.242520 -2.464786 0.635714 0.4 0.0 -0.2
C 2.903836 -1.102499 -1.621382 -0.2 -0.6 -0.5
H 2.962751 -2.765272 -3.004760 0.7 0.3 0.2
H 3.121165 -1.245776 -3.790817 0.5 0.0 0.4
H 5.374301 -0.798097 -2.827215 -0.3 -1.4 0.5
H 5.420334 -2.527516 -3.372560 0.1 0.2 0.2
H 6.200181 -2.190397 -0.789197 -1.0 0.3 -0.3
H 5.015318 -3.443360 -1.060462 -0.3 0.5 -0.5
H 2.984637 -0.057980 -1.787242 -0.1 1.2 0.3
H 1.882823 -1.394998 -1.383144 0.0 0.2 0.0
C 0.633741 2.390592 -3.787216 -0.8 -2.3 0.1
C 0.181294 1.502817 -2.527002 0.5 0.6 -1.6
C -0.908300 2.255029 -1.861007 0.0 0.4 1.7
S -1.830054 3.019664 -3.134972 1.3 1.5 -0.3
O -2.067446 4.381619 -2.675383 -0.3 -0.4 -0.5
O -2.851236 2.188633 -3.642344 -2.8 -1.2 0.1
C -0.647398 2.897561 -4.489144 1.0 -0.3 1.5
H 1.089677 1.674568 -4.463134 0.5 0.2 -0.2
H 1.351835 3.149317 -3.482616 -0.2 0.2 -0.1
H 1.003106 1.435596 -1.856834 0.7 -0.4 0.5
H -0.196498 0.482356 -2.751653 0.6 0.7 -0.4
H -0.599731 3.077005 -1.182420 0.2 -0.3 -0.6
H -1.465890 1.568893 -1.237603 -0.8 0.0 -0.1
H -0.505078 3.880571 -4.846004 0.0 1.1 -0.8
H -1.063502 2.200019 -5.234740 0.3 0.4 0.5
C -0.133328 -4.438583 -5.180359 -0.4 -1.5 -0.6
C -0.724761 -4.197052 -6.639055 1.2 2.0 0.8
C -0.584597 -2.669940 -7.002983 0.7 -0.3 1.5
S 0.095290 -1.896489 -5.505058 2.2 -0.2 0.0
O -0.415505 -0.599123 -5.158728 -1.0 0.3 -0.1
O 1.551434 -1.926391 -5.692057 -0.8 -0.4 0.1
C -0.374556 -3.173208 -4.355511 -0.6 -0.2 -1.4
H 0.921065 -4.753761 -5.312594 -0.5 0.5 0.5
H -0.693551 -5.308194 -4.717406 0.7 1.0 -0.5
H -1.750266 -4.482605 -6.682252 -0.7 -0.2 -0.1
H -0.127579 -4.644640 -7.398610 0.2 -1.1 -0.3
H -1.518078 -2.210262 -7.187365 -1.0 0.5 -0.4
H 0.194607 -2.387052 -7.722067 -0.5 -0.4 -0.1
H -1.471871 -3.061655 -4.344211 0.3 0.1 0.7
H 0.138950 -3.063277 -3.404953 -0.1 0.0 0.0
C 4.759857 1.905592 2.816621 -1.5 0.3 0.1
C 5.834433 2.823664 3.271429 2.1 0.3 1.0
C 5.319616 4.231660 3.206762 0.6 2.1 -1.0
S 4.642223 4.291915 1.516663 -1.5 -0.3 -0.9
O 5.706522 4.533859 0.547882 -0.4 0.0 1.0
O 3.409525 5.100027 1.397994 1.7 -1.1 0.4
C 4.264793 2.477987 1.502031 -0.9 0.5 -1.0
H 3.958972 1.827325 3.604334 0.6 0.1 -0.8
H 5.118251 0.941318 2.580807 0.4 -1.2 0.2
H 6.724593 2.733007 2.608271 -0.5 0.0 0.5
H 6.138290 2.617789 4.311862 0.1 -0.1 -0.4
H 6.070277 5.081405 3.132577 -0.6 -1.2 0.5
H 4.581254 4.464891 3.979065 -0.2 0.0 -0.4
H 4.662028 1.963014 0.595294 0.1 0.7 0.8
H 3.184982 2.447581 1.388804 -0.2 -0.1 0.1
C 4.938626 -2.615481 5.180640 -2.7 0.0 1.6
C 3.636892 -1.805982 5.498428 -0.3 -0.8 -0.6
C 2.478638 -2.180109 4.503879 1.6 -0.6 0.2
C 2.449106 -3.650581 4.405593 -0.5 -2.3 -0.7
N 2.493882 -4.809535 4.241164 -0.2 2.6 0.5
H 5.001975 -2.596735 4.125940 1.0 -0.1 -1.0
H 4.743215 -3.612651 5.536835 -0.4 -0.8 -0.5
H 5.774667 -2.421547 5.798966 1.1 1.3 0.0
H 3.744885 -0.750953 5.431069 0.5 1.0 -0.2
H 3.188167 -1.958166 6.476920 0.5 -0.4 0.3
H 2.633727 -1.815031 3.487094 0.2 0.1 0.0
H 1.582396 -1.742924 4.882076 -0.9 0.0 0.2
C -0.850622 -5.770300 0.009341 1.1 0.7 0.9
C -0.407805 -4.437057 0.728430 -3.1 -1.3 -0.6
C 1.049701 -4.273873 0.771714 1.3 1.5 -0.4
C 1.543463 -4.452915 -0.601837 -0.6 0.9 2.4
N 1.738472 -4.808840 -1.655781 0.9 -0.5 -2.6
H -1.930904 -5.839880 -0.072218 0.0 -0.1 0.1
H -0.422744 -6.588981 0.605120 -0.4 -0.2 -0.3
H -0.381405 -5.803303 -0.979235 -0.4 -0.1 0.1
H -0.947489 -4.380585 1.703731 0.8 0.0 -0.4
H -0.816853 -3.653150 0.096119 -0.1 0.5 0.1
H 1.623465 -4.988693 1.301889 0.2 -1.0 1.1
H 1.336141 -3.294547 1.189915 -0.1 -0.4 -0.5

# 2
43
Properties=species:S:1:pos:R:3:forces:R:3 method="wB97M-V/def2-TZVPD" e_homo_ev="-12.3 / -12.1" lumo_ev="-5.3 / -9.4" multiplicity=2 gap_ev="6.95 / 2.72" charge=+1
Cu -0.914676 -1.922285 4.251119 0.0 0.9 -0.9
Br -0.826516 -0.247295 2.194589 0.2 -0.9 0.9
C -2.927176 2.973975 4.577769 1.7 -1.4 2.1
O -2.585506 2.428135 5.605819 0.1 -0.5 1.0
N -2.685246 2.426665 3.387959 0.1 -1.1 -3.3
N -3.465396 4.159625 4.482639 -1.5 2.4 -1.0
H -2.049396 1.666085 3.194799 -0.3 0.1 0.8
H -2.971396 2.926945 2.558539 0.1 -0.2 0.1
H -3.626066 4.807285 5.240799 0.0 -0.4 -0.2
H -3.664996 4.378645 3.517089 -0.4 1.1 0.7
C -0.732546 2.129795 -1.405461 -1.4 1.1 0.7
O -0.875666 2.550695 -2.505051 0.1 0.9 -3.0
N -1.297676 2.676545 -0.332561 -1.8 2.1 2.0
N -0.045246 1.089555 -1.064661 2.8 -4.1 1.3
H -1.493976 2.141575 0.501329 0.1 0.2 -0.2
H -1.917346 3.446885 -0.539161 0.0 -0.1 0.2
H 0.359734 0.433955 -1.717571 0.0 -0.1 -0.6
H -0.051466 0.768835 -0.106961 0.0 0.3 -0.1
C 3.488584 -0.572225 1.556329 -1.4 0.3 0.5
O 3.398444 -1.139935 2.593199 -1.1 -2.1 4.4
N 2.522144 0.022975 0.905009 -3.1 1.0 -0.7
N 4.556884 -0.459655 0.914299 6.3 0.4 -3.9
H 2.724964 0.073095 -0.083151 -1.4 0.4 0.1
H 1.614704 -0.000065 1.347859 -0.2 0.0 -0.6
H 5.465214 -0.822845 1.165559 -0.4 -0.1 0.1
H 4.428014 -0.044855 0.002469 1.2 0.0 0.2
C 0.015324 -4.180325 -1.304851 0.2 0.0 -0.3
C 0.102814 -2.635075 -1.379421 -1.5 -1.0 -2.1
C 0.268014 -2.148375 -2.882811 1.7 -0.5 1.2
O 0.747554 -0.825115 -2.811321 0.6 1.6 -1.1
C 1.086304 -0.234385 -4.107231 -0.4 -0.4 0.0
N -1.178116 -2.033705 -0.973971 0.8 0.9 0.5
H 1.012104 -4.620955 -1.323871 -0.1 -0.1 0.2
H -0.541606 -4.632835 -2.125311 0.2 0.6 -0.7
H -0.601416 -4.612395 -0.516791 0.5 0.6 0.8
H 0.835214 -2.147395 -0.736101 0.8 -0.7 -0.3
H -0.653796 -2.139955 -3.464441 -0.2 -0.6 0.1
H 1.082234 -2.694555 -3.359091 -0.4 -0.6 -0.3
H 1.395244 0.804415 -3.990841 0.2 -0.3 0.4
H 0.254734 -0.192915 -4.810711 -0.5 -0.2 0.4
H 1.838054 -0.823505 -4.632491 0.3 0.0 0.4
H -0.846556 -1.498485 -0.184221 -1.0 0.0 0.8
H -1.244486 -1.276555 -1.639121 -1.2 0.4 -0.2

# 3
45
Properties=species:S:1:pos:R:3:forces:R:3 method="wB97M-V/def2-TZVPD" e_homo_ev=-8.4 lumo_ev=0.3 smiles=C#CCOc1ccc(-c2cc(-c3ccccc3OCC#C)nc(C)n2)cc1 gap_ev=8.71 charge=0
C 4.346057 4.393706 3.892995 -3.1 0.7 -0.2
C 3.152124 4.747117 3.928861 3.6 -1.2 0.1
C 1.709218 5.120470 4.048693 0.9 -0.6 -0.2
O 0.850830 3.961947 4.032835 -0.1 -0.2 -0.5
C 0.812846 3.156409 2.899933 0.7 0.7 -1.7
C 0.157209 1.918071 2.892721 -0.1 0.0 1.0
C 0.084830 1.078148 1.781166 0.4 1.3 -0.1
C 0.634548 1.484206 0.555554 -0.2 -0.5 0.1
C 0.469733 0.681341 -0.704492 0.8 -0.1 -0.2
C 0.023775 -0.630927 -0.671061 -0.5 -0.1 -0.3
C -0.107779 -1.281181 -1.900478 0.6 0.1 0.6
C -0.559294 -2.705696 -1.997567 0.3 0.2 -0.3
C 0.098819 -3.500120 -2.954252 -0.9 -0.4 0.6
C -0.310155 -4.806006 -3.189118 -0.2 0.0 -0.5
C -1.404751 -5.323164 -2.516738 0.6 0.4 0.6
C -1.993928 -4.586604 -1.486950 -0.4 0.4 0.0
C -1.597482 -3.248765 -1.213221 -0.1 -0.8 -0.6
O -2.213974 -2.421348 -0.291531 -0.1 -0.9 -0.4
C -3.258233 -3.003380 0.511030 0.2 0.1 -0.1
C -3.596851 -2.029079 1.533703 -0.1 0.3 0.6
C -3.862499 -1.264552 2.419392 0.1 0.5 0.8
N 0.314855 -0.689365 -3.016006 -1.0 -1.7 -1.0
C 0.753229 0.542606 -2.993718 0.5 -0.2 0.8
C 1.261144 1.141613 -4.259734 0.4 1.1 0.5
N 0.860570 1.220581 -1.879902 -0.1 1.6 1.6
C 1.323721 2.687031 0.552459 0.0 0.5 -0.4
C 1.392602 3.535170 1.653520 -0.1 0.0 0.5
H 5.376029 4.015283 3.768330 -1.3 0.6 0.2
H 1.571774 5.620981 5.012555 -0.2 -0.4 -0.1
H 1.483123 5.857310 3.273579 -0.3 -0.2 -0.1
H -0.326547 1.580405 3.808119 0.2 0.1 -0.1
H -0.418471 0.146999 1.919002 -0.3 -0.4 -0.1
H -0.252424 -1.145227 0.236443 0.0 0.1 0.0
H 0.894468 -3.063056 -3.521663 0.2 0.2 -0.2
H 0.128572 -5.433129 -3.962054 0.2 0.3 0.1
H -1.722224 -6.327925 -2.780590 -0.2 0.2 0.3
H -2.831107 -5.064969 -0.980859 0.2 0.4 0.1
H -4.175523 -3.225340 -0.056512 0.4 -0.1 -0.2
H -2.893139 -3.918729 0.998620 -0.1 0.1 -0.2
H -3.999072 -0.597186 3.277847 0.0 -0.7 -1.0
H 1.964712 1.979324 -4.026582 -0.7 -0.7 -0.3
H 0.428786 1.519884 -4.844951 -0.1 0.1 -0.1
H 1.754788 0.384476 -4.833321 0.3 -0.4 -0.4
H 1.789913 2.995794 -0.385399 -0.2 0.0 0.3
H 1.885177 4.496876 1.469344 -0.1 -0.4 0.5

# 4
14
Properties=species:S:1:pos:R:3:forces:R:3 method="wB97M-V/def2-TZVPD" e_homo_ev=-9.7 lumo_ev=-2.2 gap_ev=7.56 charge=0
C 1.310401 -0.811021 0.005984 0.6 9.9 -1.1
C 0.573393 -1.963674 -0.075777 2.0 -2.0 1.0
C -1.280302 -0.386233 -0.061082 -2.6 3.5 0.4
N 0.867643 0.551300 -0.063448 -0.6 -5.5 0.2
N -0.470432 0.683922 -0.146466 -0.1 3.0 1.9
N -0.849949 -1.535292 0.017445 9.6 -3.3 -0.6
O 1.207537 -3.024197 -0.053951 -3.5 1.1 -0.3
O -1.670068 -2.461599 -0.002810 -4.0 -4.4 0.6
O -3.434913 -1.506966 -1.320911 -1.3 -1.2 -3.1
O -3.665795 -1.537459 1.220273 0.6 -1.7 0.0
S -3.012699 -1.361343 -0.021082 -1.3 5.0 2.7
Cl -3.715996 0.927187 0.165385 0.1 0.4 -0.3
H 2.329367 -0.494689 -0.101073 1.1 -2.3 0.3
H -0.681934 1.698045 0.229053 -0.8 -2.8 -1.5